Entry 1:
Computed, not measured: a cluster of 3 separate species, C4H13NO2 in total in a non-equilibrium geometry, with ωB97M-V/def2-TZVPD.

The energy above the lowest of the compared OMol25 structures with the same formula, charge and spin comes out at 84.2 kcal/mol. The SMILES is C=CCCN.O.O. The HOMO-LUMO gap is 8.804 eV. The calculation puts the calculated total energy at -9940.546 eV.

Geometry as ORCA input:
```
! RIJCOSX wB97M-V def2-TZVPD def2/J DEFGRID3
* xyz 0 1
C 0.38 -1.41 -2.55
C -0.64 -1.15 -1.70
C -0.60 -0.67 -0.21
C -1.00 -1.97 0.52
N -1.62 -1.89 1.82
H 1.30 -1.93 -2.39
H 0.63 -0.86 -3.47
H -1.69 -1.25 -1.98
H -1.33 0.11 -0.05
H 0.46 -0.45 0.07
H -1.59 -2.64 -0.10
H 0.01 -2.45 0.68
H -1.17 -1.25 2.46
H -1.50 -2.81 2.25
O 0.36 3.66 0.30
H -0.19 4.42 0.09
H 0.45 3.03 -0.42
O 2.48 3.02 1.91
H 3.31 3.45 1.71
H 1.96 3.03 1.05
*
```

=====

Entry 2:
Computed, not measured: a cluster of 3 separate species, C4H13NO2 in total in a non-equilibrium geometry, with ωB97M-V/def2-TZVPD.

The energy above the lowest of the compared OMol25 structures with the same formula, charge and spin comes out at 34.5 kcal/mol. The SMILES is C=C(N)CC.O.O. The HOMO-LUMO gap is 9.470 eV. The calculation puts the calculated total energy at -9942.699 eV.

Geometry as ORCA input:
```
! RIJCOSX wB97M-V def2-TZVPD def2/J DEFGRID3
* xyz 0 1
C -0.95 -1.52 -0.12
C -0.30 -1.52 -1.27
N 0.95 -2.15 -1.53
C -0.66 -0.53 -2.39
C -0.16 0.90 -1.94
H -1.91 -1.03 -0.02
H -0.72 -2.18 0.71
H 1.15 -2.16 -2.53
H 1.72 -1.59 -1.22
H -0.06 -0.69 -3.28
H -1.75 -0.49 -2.47
H -0.50 0.97 -0.92
H -0.50 1.62 -2.67
H 0.92 0.89 -2.00
O 0.00 1.35 1.23
H 0.72 1.55 1.83
H -0.39 0.49 1.40
O 0.65 2.29 4.57
H 1.06 1.79 5.29
H 1.25 3.03 4.45
*
```

=====

Entry 3:
Computed, not measured: a cluster of 3 separate species, C4H13NO2 in total in a non-equilibrium geometry, with ωB97M-V/def2-TZVPD.

The energy above the lowest of the compared OMol25 structures with the same formula, charge and spin comes out at 12.7 kcal/mol. The SMILES is C=C(N)CC.O.O. The HOMO-LUMO gap is 9.153 eV. The calculation puts the calculated total energy at -9943.644 eV.

Geometry as ORCA input:
```
! RIJCOSX wB97M-V def2-TZVPD def2/J DEFGRID3
* xyz 0 1
C 0.86 -1.76 -0.83
C 0.43 -1.31 0.36
N -0.46 -1.97 1.18
C 0.91 0.03 0.89
C 1.55 0.99 -0.12
H 1.53 -1.13 -1.39
H 0.69 -2.76 -1.20
H -1.02 -1.40 1.78
H -0.79 -2.90 1.01
H 0.09 0.56 1.39
H 1.62 -0.20 1.69
H 0.83 1.24 -0.90
H 2.44 0.57 -0.58
H 1.73 1.93 0.38
O -1.99 0.26 -0.93
H -2.15 0.21 -1.90
H -1.49 -0.54 -0.74
O -1.34 2.95 -0.22
H -2.14 3.27 0.24
H -1.30 1.98 -0.11
*
```